Formula: C4H14O4
Source: the Open Molecules 2025 dataset
Level of theory: wB97M-V/def2-TZVPD

2S+1: 1
energy relative to the best compared isomer or geometry (same formula, charge and spin): 26.67 kcal/mol
SMILES: OCCCCO.O.O
HOMO-LUMO gap: 10.43 eV

Last columns: bonded neighbours and bond lengths (Å).
Geometry (Å):
1 O 2.2014 -1.9335 -1.1208  H12 0.974, H20 0.960
2 O 1.1833 1.6821 1.4501  C7 1.427, H22 0.965
3 O -3.3317 -0.1439 -1.4539  C5 1.405, H14 0.960
4 O 2.1573 -0.8701 2.6763  H16 0.965, H19 0.963
5 C -2.0657 0.4382 -1.6308  O3 1.405, C8 1.553, H9 1.094, H15 1.082
6 C -0.5392 0.3643 0.4332  C7 1.532, C8 1.543, H10 1.092, H11 1.092
7 C 0.4461 1.5208 0.2392  O2 1.427, C6 1.532, H13 1.089, H18 1.093
8 C -0.9575 -0.3428 -0.8723  C5 1.553, C6 1.543, H17 1.088, H21 1.097
9 H -2.0927 1.4839 -1.3120  C5 1.094
10 H -1.4577 0.6319 0.9600  C6 1.092
11 H -0.0464 -0.3849 1.0560  C6 1.092
12 H 1.5862 -1.5118 -1.7470  O1 0.974
13 H -0.1126 2.4294 0.0181  C7 1.089
14 H -3.7322 -0.1782 -0.5820  O3 0.960
15 H -1.8243 0.3240 -2.6793  C5 1.082
16 H 2.1812 -1.7597 2.3041  O4 0.965
17 H -1.3199 -1.3681 -0.8957  C8 1.088
18 H 1.2146 1.3235 -0.5119  C7 1.093
19 H 3.0047 -0.4586 2.4774  O4 0.963
20 H 2.0043 -2.7674 -1.5546  O1 0.960
21 H -0.0408 -0.2396 -1.4658  C8 1.097
22 H 1.3673 0.8248 1.8538  O2 0.965

---

Formula: C5H7N3
Source: the Open Molecules 2025 dataset
Level of theory: wB97M-V/def2-TZVPD

2S+1: 1
energy relative to the best compared isomer or geometry (same formula, charge and spin): 115.20 kcal/mol
SMILES: C1=C[C@H]2CNNC2=N1
HOMO-LUMO gap: 8.55 eV

Last columns: bonded neighbours and bond lengths (Å).
Geometry (Å):
1 N -1.8193 -0.0578 0.3473  N3 1.494, C6 1.430, H15 1.091
2 N -0.6135 0.4648 -1.7216  C6 1.307, C8 1.341
3 N -1.1721 -0.0982 1.6938  N1 1.494, C4 1.451, H9 0.995
4 C 0.1886 0.3204 1.4129  N3 1.451, C7 1.607, H13 1.195, H14 1.078
5 C 1.4888 -0.2079 -1.0699  C7 1.471, C8 1.402, H11 1.250
6 C -0.6563 0.0795 -0.4735  N1 1.430, N2 1.307, C7 1.399
7 C 0.5434 -0.4277 0.0358  C4 1.607, C5 1.471, C6 1.399, H12 1.221
8 C 0.6700 0.3157 -2.0809  N2 1.341, C5 1.402, H10 1.069
9 H -1.1871 -0.8847 2.3026  N3 0.995
10 H 0.9510 0.6231 -3.0651  C8 1.069
11 H 2.5672 -0.7993 -1.2948  C5 1.250
12 H 0.4865 -1.6332 0.2206  C7 1.221
13 H 0.0517 1.4618 1.0882  C4 1.195
14 H 0.9872 0.0545 2.0870  C4 1.078
15 H -2.4859 0.7890 0.5175  N1 1.091

---

Copy entry 2 word for word.
Formula: C5H7N3
Source: the Open Molecules 2025 dataset
Level of theory: wB97M-V/def2-TZVPD

2S+1: 1
energy relative to the best compared isomer or geometry (same formula, charge and spin): 115.20 kcal/mol
SMILES: C1=C[C@H]2CNNC2=N1
HOMO-LUMO gap: 8.55 eV

Last columns: bonded neighbours and bond lengths (Å).
Geometry (Å):
1 N -1.8193 -0.0578 0.3473  N3 1.494, C6 1.430, H15 1.091
2 N -0.6135 0.4648 -1.7216  C6 1.307, C8 1.341
3 N -1.1721 -0.0982 1.6938  N1 1.494, C4 1.451, H9 0.995
4 C 0.1886 0.3204 1.4129  N3 1.451, C7 1.607, H13 1.195, H14 1.078
5 C 1.4888 -0.2079 -1.0699  C7 1.471, C8 1.402, H11 1.250
6 C -0.6563 0.0795 -0.4735  N1 1.430, N2 1.307, C7 1.399
7 C 0.5434 -0.4277 0.0358  C4 1.607, C5 1.471, C6 1.399, H12 1.221
8 C 0.6700 0.3157 -2.0809  N2 1.341, C5 1.402, H10 1.069
9 H -1.1871 -0.8847 2.3026  N3 0.995
10 H 0.9510 0.6231 -3.0651  C8 1.069
11 H 2.5672 -0.7993 -1.2948  C5 1.250
12 H 0.4865 -1.6332 0.2206  C7 1.221
13 H 0.0517 1.4618 1.0882  C4 1.195
14 H 0.9872 0.0545 2.0870  C4 1.078
15 H -2.4859 0.7890 0.5175  N1 1.091